Entry 1:
C30H24NNiP2Se2Te3 as an isolated structure, computed with ωB97M-V/def2-TZVPD.

XYZ file:
```
63
Properties=species:S:1:pos:R:3:nbo_charge:R:1
Ni 1.5864 0.8713 2.2095 0.2849
Te -2.4953 -0.0477 -0.0406 0.5902
C -2.4048 -0.9983 -1.9480 -0.2126
C -2.8211 -2.3135 -2.1157 -0.2974
C -2.6295 -2.9357 -3.3425 0.0280
N -2.0578 -2.3490 -4.3912 -0.4362
C -1.6647 -1.0853 -4.2264 0.0252
C -1.8191 -0.3757 -3.0457 -0.2927
C -0.4841 0.1669 0.2493 -1.4317
P 0.3833 1.6421 0.5893 1.0853
C 1.4264 2.1213 -0.8372 -0.3905
C 2.2849 3.2152 -0.7551 -0.1820
C 3.1100 3.5356 -1.8200 -0.2150
C 3.0895 2.7615 -2.9755 -0.2147
C 2.2426 1.6673 -3.0592 -0.2337
C 1.4145 1.3459 -1.9901 -0.1454
C -0.7728 3.0486 0.6956 -0.2812
C -1.2556 3.6171 -0.4838 -0.2069
C -2.1982 4.6314 -0.4404 -0.2250
C -2.6731 5.0867 0.7827 -0.1968
C -2.2079 4.5191 1.9591 -0.2170
C -1.2616 3.5040 1.9145 -0.2174
P 0.5405 -0.8617 1.2606 0.9689
C 1.4504 -2.0124 0.1742 -0.3853
C 2.6854 -2.5093 0.5794 -0.1186
C 3.3909 -3.3850 -0.2345 -0.2344
C 2.8685 -3.7656 -1.4627 -0.2158
C 1.6430 -3.2616 -1.8813 -0.2105
C 0.9414 -2.3845 -1.0675 -0.2111
C -0.5024 -1.9526 2.2735 -0.2703
C -1.0518 -1.4019 3.4308 -0.2198
C -1.9150 -2.1482 4.2160 -0.1995
C -2.2285 -3.4539 3.8587 -0.2197
C -1.6731 -4.0102 2.7157 -0.2100
C -0.8104 -3.2628 1.9236 -0.2344
H -3.2629 -2.8623 -1.2930 0.2233
H -2.9397 -3.9668 -3.4816 0.1839
H -1.2004 -0.6141 -5.0870 0.1855
H -1.4630 0.6453 -2.9771 0.2253
H 2.3205 3.8058 0.1538 0.2221
H 3.7813 4.3821 -1.7457 0.2079
H 3.7442 3.0067 -3.8027 0.2043
H 2.2317 1.0525 -3.9511 0.2070
H 0.7621 0.4803 -2.0260 0.2231
H -0.8847 3.2649 -1.4391 0.2174
H -2.5653 5.0652 -1.3623 0.2067
H -3.4105 5.8793 0.8166 0.2035
H -2.5826 4.8576 2.9166 0.2157
H -0.9350 3.0398 2.8366 0.2357
H 3.1078 -2.1844 1.5239 0.2147
H 4.3556 -3.7589 0.0852 0.2076
H 3.4221 -4.4434 -2.1011 0.2040
H 1.2338 -3.5444 -2.8438 0.2110
H -0.0040 -1.9705 -1.3985 0.2310
H -0.8004 -0.3865 3.7256 0.2493
H -2.3329 -1.7078 5.1126 0.2155
H -2.9010 -4.0389 4.4742 0.2031
H -1.9093 -5.0301 2.4367 0.2026
H -0.3830 -3.7023 1.0305 0.2198
Se -0.3285 1.8718 5.6341 -0.7184
Te 1.5424 2.4014 4.1848 0.2530
Te 3.1572 0.1555 3.9809 0.1621
Se 4.1133 1.0831 1.8819 -0.6740
```

Properties
Total energy   -9010.40992 Ha
Multiplicity   1
Orbital gap (alpha / beta)   5.98 / 5.98 eV
Energy above the lowest of the compared OMol25 structures with the same formula, charge and spin   0.6070 eV
Net charge   -1
LUMO (alpha / beta)   1.607 / 1.606 eV

=====

Entry 2:
One molecule with the formula C4H10N2, computed with ωB97M-V/def2-TZVPD.

XYZ file:
```
16
Properties=species:S:1:pos:R:3:nbo_charge:R:1
C -0.5297 -1.3478 -1.0899 -0.2851
C -0.8851 -0.3006 0.0752 -0.3842
C -0.0619 0.9497 0.1769 -0.1361
C 1.2496 0.7380 0.8973 -0.6158
N -0.8211 2.2006 0.4465 -0.4214
N 0.6583 -2.1068 -0.7519 -0.5103
H -0.5000 -0.7391 -2.0048 0.1922
H -1.4095 -1.9402 -1.1212 0.2577
H -1.8735 0.1441 -0.0853 0.2346
H -0.8093 -0.8133 1.0450 0.2183
H 0.9423 0.4659 1.9877 0.1883
H 1.7291 -0.1334 0.4455 0.2412
H 0.2143 1.1525 -0.8105 0.1828
H -0.8112 2.4109 1.4515 0.3017
H 1.8461 1.6569 0.9798 0.2219
H 1.0617 -2.3375 -1.6416 0.3139
```

Properties
Total energy   -267.64492 Ha
Multiplicity   1
Orbital gap   3.81 eV
Energy above the lowest of the compared OMol25 structures with the same formula, charge and spin   7.6303 eV
LUMO   -3.528 eV

=====

Entry 3:
One molecule with the formula C15H20N2O3S2, computed with ωB97M-V/def2-TZVPD.

XYZ file:
```
42
Properties=species:S:1:pos:R:3:nbo_charge:R:1
C -5.9751 -1.0436 1.4287 -0.5982
C -4.7619 -1.8474 0.9772 -0.3919
C -3.6779 -0.9481 0.3904 -0.4016
C -2.4625 -1.7516 -0.0759 -0.2197
N -1.4183 -0.8942 -0.5903 -0.6173
C -1.3261 -0.6099 -1.9052 0.6612
O -1.9653 -1.1612 -2.7770 -0.6219
C -0.2807 0.4489 -2.2163 -0.7117
H -0.2691 0.6430 -3.2865 0.2490
H 0.7070 0.1359 -1.8746 0.2735
S -0.6927 2.0474 -1.3823 1.2544
O -0.7816 1.7390 0.0546 -1.0061
C 1.0185 2.7979 -1.5990 -0.6017
C 1.9492 2.0904 -0.7101 0.0235
C 2.2218 2.3229 0.6127 0.3055
O 3.0801 1.3589 1.0267 -0.3955
C 3.2791 0.5678 -0.0505 0.4688
N 2.6194 0.9643 -1.1027 -0.4697
C 4.1377 -0.5692 0.0301 -0.2906
C 4.8660 -1.0045 1.1076 -0.2065
C 5.6089 -2.1630 0.8209 -0.2618
C 5.4368 -2.5904 -0.4595 -0.3997
S 4.3629 -1.5893 -1.3500 0.4922
H 5.8803 -3.4413 -0.9371 0.2384
H 6.2435 -2.6568 1.5346 0.2272
H 4.8596 -0.5038 2.0587 0.2307
C 1.7572 3.3609 1.5629 -0.6733
H 2.2568 3.2273 2.5181 0.2370
H 0.6809 3.2716 1.7042 0.2536
H 1.9734 4.3568 1.1783 0.2276
H 1.2852 2.6876 -2.6453 0.2467
H 0.9225 3.8465 -1.3260 0.2391
H -1.0368 -0.2126 0.0577 0.4243
H -2.0535 -2.3345 0.7548 0.1902
H -2.7479 -2.4298 -0.8831 0.2251
H -3.3588 -0.2184 1.1390 0.1966
H -4.0807 -0.3975 -0.4623 0.2041
H -5.0684 -2.5772 0.2251 0.1971
H -4.3535 -2.3985 1.8277 0.1919
H -6.4093 -0.5066 0.5885 0.2022
H -6.7352 -1.6995 1.8469 0.2071
H -5.6914 -0.3181 2.1881 0.2002
```

Properties
Total energy   -1715.19028 Ha
Multiplicity   1
Orbital gap   8.46 eV
Energy above the lowest of the compared OMol25 structures with the same formula, charge and spin   0.0704 eV
LUMO   0.325 eV

=====

Entry 4:
One molecule with the formula C4H5NO, computed with ωB97M-V/def2-TZVPD.

XYZ file:
```
11
Properties=species:S:1:pos:R:3:nbo_charge:R:1
C 0.8569 -0.1297 0.2310 0.2223
C -0.1186 -1.1218 -0.1571 -0.4028
C -1.3153 -0.2930 -0.3917 -0.0444
C 0.3217 1.1216 0.1507 -0.1725
H 2.3795 -1.2994 0.3437 0.4813
H -0.0730 -2.2568 -0.0525 0.2325
H -2.3392 -0.4383 -0.8583 0.2123
H -1.6583 1.7038 -0.2572 0.4100
H 0.7325 2.0737 0.7517 0.2245
N -0.9355 0.9709 -0.3351 -0.4954
O 2.1492 -0.3310 0.5749 -0.6679
```

Properties
Total energy   -285.35998 Ha
Multiplicity   1
Orbital gap   8.92 eV
Energy above the lowest of the compared OMol25 structures with the same formula, charge and spin   1.4859 eV
LUMO   0.995 eV